1.
{
  "formula": "C43H60N2O2P2SiSr",
  "method": "ωB97M-V/def2-TZVPD",
  "elements": ["Sr", "C", "Si", "C", "C", "C", "C", "C", "C", "P", "C", "C", "C", "C", "C", "C", "C", "C", "C", "C", "C", "C", "C", "C", "C", "C", "C", "C", "P", "C", "C", "C", "C", "C", "C", "C", "C", "C", "C", "C", "C", "H", "H", "H", "H", "H", "H", "H", "H", "H", "H", "H", "H", "H", "H", "H", "H", "H", "H", "H", "H", "H", "H", "H", "H", "H", "H", "H", "H", "H", "H", "H", "H", "H", "H", "H", "H", "H", "H", "H", "H", "H", "H", "H", "H", "H", "H", "H", "H", "H", "H", "H", "H", "H", "H", "H", "O", "N", "N", "O", "C", "C", "C", "C", "C", "C", "H", "H", "H", "H", "H"],
  "xyz": [[0.107, -0.442, -1.760], [0.534, 3.084, -1.605], [-0.009, 1.641, -0.719], [0.438, 1.966, 1.066], [-0.073, 2.822, 2.000], [0.077, 2.498, 3.337], [0.744, 1.342, 3.724], [1.374, 0.523, 2.797], [1.210, 0.873, 1.478], [1.739, 0.496, -0.147], [3.201, 1.494, -0.664], [4.434, 1.215, 0.209], [4.262, 1.837, 1.596], [3.961, 3.335, 1.530], [2.841, 3.615, 0.542], [3.212, 3.010, -0.792], [2.662, -1.302, -0.525], [3.369, -1.947, 0.681], [4.269, -3.066, 0.153], [3.624, -3.730, -1.054], [3.686, -2.780, -2.247], [3.500, -1.312, -1.823], [-0.760, 1.192, -2.388], [-0.676, 1.865, -3.561], [-1.891, 2.219, -4.095], [-3.064, 1.694, -3.565], [-3.046, 0.725, -2.585], [-1.844, 0.472, -1.954], [-1.513, 0.257, -0.169], [-2.807, -1.066, -0.129], [-2.684, -2.110, -1.246], [-3.931, -2.993, -1.251], [-4.068, -3.809, 0.043], [-3.289, -3.163, 1.190], [-3.408, -1.645, 1.146], [-2.271, 1.727, 0.361], [-1.811, 2.810, -0.529], [-2.757, 3.979, -0.608], [-3.399, 4.202, 0.746], [-4.302, 3.006, 1.055], [-3.757, 1.729, 0.425], [-0.365, 3.449, -2.113], [1.252, 2.821, -2.382], [0.832, 3.824, -0.879], [-0.581, 3.744, 1.686], [-0.374, 3.148, 4.074], [0.787, 1.088, 4.772], [1.903, -0.379, 3.073], [3.304, 1.070, -1.681], [5.298, 1.682, -0.270], [4.637, 0.155, 0.287], [5.167, 1.681, 2.189], [3.447, 1.329, 2.122], [4.849, 3.877, 1.188], [3.702, 3.717, 2.523], [2.640, 4.691, 0.473], [1.909, 3.112, 0.873], [4.228, 3.320, -1.057], [2.607, 3.389, -1.604], [1.828, -2.037, -0.860], [2.604, -2.376, 1.324], [3.967, -1.266, 1.283], [4.453, -3.782, 0.950], [5.226, -2.650, -0.152], [2.569, -3.935, -0.884], [4.160, -4.642, -1.290], [2.822, -2.950, -2.900], [4.646, -2.873, -2.745], [2.753, -0.920, -2.595], [4.465, -0.834, -1.708], [0.269, 2.246, -3.896], [-1.935, 2.963, -4.874], [-4.022, 2.061, -3.909], [-3.966, 0.262, -2.263], [-3.549, -0.346, -0.516], [-1.746, -2.699, -1.237], [-2.596, -1.608, -2.209], [-3.850, -3.655, -2.111], [-4.826, -2.378, -1.384], [-3.675, -4.813, -0.109], [-5.122, -3.900, 0.317], [-2.247, -3.465, 1.107], [-3.672, -3.513, 2.151], [-2.973, -1.200, 2.048], [-4.474, -1.382, 1.181], [-1.796, 1.862, 1.356], [-1.787, 2.482, -1.595], [-0.865, 3.218, -0.220], [-3.510, 3.738, -1.378], [-2.172, 4.838, -0.974], [-3.961, 5.137, 0.767], [-2.613, 4.282, 1.513], [-5.305, 3.187, 0.659], [-4.387, 2.860, 2.138], [-4.084, 1.634, -0.633], [-4.104, 0.860, 0.996], [-1.150, -0.024, 1.853], [-0.764, -1.211, 2.193], [-0.215, -1.807, 1.232], [-0.019, -1.147, 0.113], [0.057, -3.179, 1.230], [0.219, -3.813, -0.015], [0.332, -5.200, 0.016], [0.344, -5.907, 1.215], [0.232, -5.242, 2.427], [0.069, -3.868, 2.441], [0.212, -3.184, -0.987], [0.406, -5.691, -0.944], [0.439, -6.980, 1.212], [0.247, -5.789, 3.358], [-0.064, -3.343, 3.375]],
  "mulliken_charge": [4.0830, -1.8146, -1.6434, -1.1421, 0.1492, -1.3868, -1.4346, -0.1154, 0.4276, 1.0302, 0.9153, -1.4517, 0.1693, -1.7923, 0.3238, -1.9934, 1.8841, -0.2927, -1.2302, 0.0825, -1.1485, -0.6773, -1.9047, -0.5951, -1.2452, -1.1140, -1.0224, 0.2886, 1.6228, 1.1392, -0.6222, -1.2793, -1.0110, 0.1693, -1.4536, 0.6633, 1.0228, -1.4937, -0.7509, -0.8750, -1.2648, 1.1049, -0.1533, 0.4197, 0.6929, 0.5036, 0.4363, 0.5829, 0.6980, 0.6588, 0.1446, 0.5933, -0.3400, 0.4727, 0.5852, 0.5022, -0.0777, 0.6786, 0.5380, -0.5346, 0.1783, 0.3171, 0.5616, 0.3871, -0.3689, 0.5644, 0.2543, 0.5135, -0.1876, 0.5718, 0.4470, 0.4264, 0.4383, 0.6345, 1.2387, -0.1711, 0.3401, 0.5266, 0.3409, 0.4090, 0.3760, -0.7088, 0.6708, 0.3675, 0.7315, 0.5450, -0.3653, -0.3936, 0.4742, 0.5337, 0.5783, 0.1904, 0.5064, 0.3137, 0.6245, -0.0563, 0.0628, -2.3896, 0.4810, -0.0218, -0.8235, 1.0614, -0.6453, -0.8317, -0.8547, -0.3152, -0.1309, 0.4939, 0.4272, 0.4550, 0.4992],
  "lumo_ha": [-0.0080, -0.0075],
  "e_tot_ev": -79909.536,
  "homo_lumo_gap_ev": [4.7, 3.9],
  "de_lowest_kcal_mol": 374.2,
  "e_homo_ev": [-4.91, -4.13],
  "max_force_ev_per_a": 18.38
}

2.
{
  "formula": "C9H16N2O5",
  "method": "ωB97M-V/def2-TZVPD",
  "elements": ["C", "C", "C", "C", "C", "C", "C", "C", "C", "H", "H", "H", "H", "H", "H", "H", "H", "H", "H", "H", "H", "H", "H", "H", "H", "N", "N", "O", "O", "O", "O", "O"],
  "xyz": [[-1.245, 0.978, 0.995], [-0.997, -0.075, -0.352], [-0.777, 2.359, 0.877], [0.719, 2.576, 0.752], [-1.275, 3.295, 1.970], [0.231, -2.064, -0.866], [0.500, -3.446, -0.343], [1.599, -1.568, -1.590], [1.303, -1.329, -3.089], [0.358, -0.517, 2.062], [-0.929, 1.134, 3.194], [-2.406, 1.209, 0.799], [-0.954, 2.722, -0.166], [1.334, 2.353, 1.642], [1.213, 1.910, 0.084], [1.278, 3.519, 0.102], [-0.683, 4.391, 2.295], [-1.244, 2.745, 3.190], [-2.348, 3.661, 1.914], [-0.604, -1.698, 0.990], [-0.756, -2.209, -1.470], [1.912, -0.733, -1.121], [2.421, -2.316, -1.510], [-0.196, -0.284, -2.653], [0.653, -5.278, -0.781], [-0.973, 0.218, 2.104], [-0.143, -1.098, 0.091], [-1.459, 0.125, -1.563], [0.012, -3.676, 0.825], [1.672, -2.319, -3.855], [0.619, -0.304, -3.352], [1.163, -4.282, -1.177]],
  "mulliken_charge": [0.3809, 0.2148, 0.6954, -1.4731, -1.0875, 0.1467, 0.2348, -1.0851, 0.6731, 0.3398, 0.3617, 0.1591, 0.2248, 0.3837, 0.2123, 0.2989, 0.2841, 0.1377, 0.3087, 0.5059, 0.4831, 0.4613, 0.3776, 0.4065, 0.4841, -0.8116, -0.3141, -0.7810, -0.6575, -0.6098, -0.4790, -0.4763],
  "lumo_ha": -0.0042,
  "e_tot_ev": -22800.663,
  "homo_lumo_gap_ev": 9.5,
  "de_lowest_kcal_mol": 257.0,
  "e_homo_ev": -9.61,
  "max_force_ev_per_a": 8.52
}

3.
{
  "formula": "C13H14N2Ni",
  "method": "ωB97M-V/def2-TZVPD",
  "elements": ["Ni", "C", "H", "H", "H", "H", "H", "C", "C", "C", "C", "C", "C", "N", "N", "C", "C", "C", "C", "C", "C", "H", "H", "H", "H", "H", "H", "H", "H", "H"],
  "xyz": [[-1.163, -1.048, 0.476], [-2.807, -1.200, 1.328], [-2.934, -0.403, 2.091], [-3.665, -1.196, 0.630], [-2.768, -2.176, 1.866], [-0.255, -2.436, 0.401], [-0.393, -2.282, 1.165], [4.446, -0.561, 1.531], [3.440, -1.384, 2.056], [2.114, -1.237, 1.659], [1.792, -0.277, 0.684], [2.792, 0.558, 0.164], [4.109, 0.412, 0.588], [0.489, -0.148, 0.155], [0.427, 0.865, -0.684], [-0.839, 1.112, -1.179], [-1.047, 2.130, -2.165], [-2.304, 2.283, -2.756], [-3.354, 1.456, -2.340], [-3.155, 0.466, -1.342], [-1.904, 0.302, -0.764], [5.487, -0.677, 1.853], [3.718, -2.141, 2.785], [1.342, -1.883, 2.070], [2.521, 1.282, -0.598], [4.857, 1.070, 0.151], [-0.182, 2.710, -2.463], [-2.446, 3.037, -3.530], [-4.342, 1.544, -2.798], [-3.977, -0.181, -1.034]],
  "lowdin_spin": [1.1282, 0.0803, 0.0142, 0.0096, 0.0099, 0.0358, 0.0234, 0.0157, -0.0012, 0.0155, 0.0085, 0.0150, -0.0003, 0.1526, 0.2917, 0.0124, 0.0613, -0.0016, 0.0689, -0.0040, 0.0588, 0.0010, -0.0005, 0.0004, 0.0019, -0.0003, 0.0023, -0.0018, 0.0040, -0.0018],
  "lumo_ha": [-0.0380, -0.0481],
  "e_tot_ev": -57726.037,
  "homo_lumo_gap_ev": [5.5, 6.9],
  "spin_multiplicity": 3,
  "e_homo_ev": [-6.58, -8.22],
  "max_force_ev_per_a": 2.81
}